[1]
{
  "formula": "C29H25Cl2N6O2RuS2",
  "method": "the ωB97M-V functional and the def2-TZVPD basis",
  "charge": 2,
  "de_lowest_kj_mol": 0.0,
  "multiplicity": 2,
  "lumo_ev": [-6.2325, -6.4736],
  "e_homo_ev": [-12.51, -12.59],
  "energy_ha": -3410.37835,
  "orbital_gap_ev": [6.3, 6.1],
  "largest_force_ev_per_a": 0.7,
  "s_squared": 0.76,
  "symbols": ["Ru", "Cl", "C", "C", "C", "Cl", "C", "C", "C", "C", "N", "C", "C", "O", "H", "H", "H", "H", "S", "C", "N", "C", "C", "C", "N", "H", "H", "H", "H", "S", "C", "N", "C", "C", "C", "C", "H", "H", "H", "H", "H", "C", "N", "N", "C", "O", "C", "C", "C", "C", "C", "C", "C", "C", "C", "H", "H", "H", "H", "H", "H", "H", "H", "H", "H", "H", "H"],
  "coordinates": [[-1.538547, 0.098815, -0.685390], [0.537539, 4.310390, 0.851432], [-1.137054, 3.977806, 0.608384], [-2.092669, 4.955489, 0.947018], [-3.425510, 4.726755, 0.750440], [-4.574503, 5.943320, 1.169308], [-3.873061, 3.494867, 0.205238], [-5.219826, 3.153218, -0.039486], [-5.519528, 1.924890, -0.561080], [-4.486091, 1.019358, -0.842928], [-3.218238, 1.309371, -0.633411], [-2.897246, 2.536047, -0.112736], [-1.514836, 2.766787, 0.074597], [-0.664057, 1.821622, -0.311833], [-1.757663, 5.896769, 1.359856], [-6.000180, 3.866410, 0.188191], [-6.540424, 1.630740, -0.755638], [-4.702972, 0.037843, -1.240224], [-2.624726, -1.644044, -1.970931], [-1.668660, -0.914931, -3.156198], [-1.390269, -1.448595, -4.368518], [-0.545479, -0.830931, -5.225435], [0.081499, 0.320935, -4.841083], [-0.190402, 0.814685, -3.557190], [-1.071860, 0.229547, -2.769010], [-1.828678, -2.328386, -4.614728], [-0.399800, -1.303488, -6.186622], [0.767242, 0.825607, -5.502961], [0.298438, 1.696696, -3.159667], [-2.063330, -0.484469, 1.523286], [-0.961869, 0.403165, 2.528627], [-1.425776, 0.736265, 3.755433], [-0.711528, 1.403004, 4.688860], [0.562434, 1.798224, 4.407439], [1.090269, 1.480100, 3.150007], [0.348570, 0.783785, 2.222817], [-2.379933, 0.468599, 3.967857], [-1.212445, 1.593010, 5.626434], [1.134482, 2.340348, 5.144669], [2.099568, 1.782082, 2.901890], [0.746628, 0.534614, 1.251893], [3.499696, -4.196330, 0.148883], [2.195314, -3.551545, 0.127822], [2.044565, -2.230331, -0.228840], [0.710152, -1.955139, -0.341621], [0.340728, -0.755330, -0.566657], [0.023592, -3.159086, -0.094157], [0.979373, -4.116842, 0.177646], [0.810674, -5.565015, 0.472208], [3.087509, -1.269934, -0.054362], [3.674567, -1.114543, 1.193365], [4.681352, -0.173854, 1.353304], [5.073944, 0.613697, 0.279447], [4.469481, 0.457244, -0.960879], [3.477529, -0.495336, -1.135038], [4.199833, -3.597245, -0.426951], [3.418412, -5.178344, -0.310318], [3.871034, -4.298792, 1.167351], [-1.041338, -3.300271, -0.085083], [-0.246231, -5.804776, 0.549987], [1.297528, -5.834844, 1.409515], [1.241921, -6.179343, -0.319979], [3.347994, -1.726289, 2.025944], [5.159504, -0.056637, 2.316525], [5.859072, 1.346478, 0.407184], [4.786223, 1.066978, -1.795999], [3.008065, -0.650890, -2.097903]],
  "forces_ev_per_angstrom": [[0.2, 0.5, 0.3], [0.0, 0.0, 0.0], [0.0, 0.0, 0.0], [0.0, 0.0, 0.0], [0.0, 0.0, 0.0], [0.0, 0.0, 0.0], [0.0, 0.0, 0.0], [0.0, 0.0, 0.0], [0.0, 0.0, 0.0], [0.0, 0.0, 0.0], [0.0, 0.0, 0.0], [-0.1, 0.0, 0.0], [0.1, 0.1, 0.0], [-0.1, -0.1, 0.0], [0.0, 0.0, 0.0], [0.0, 0.0, 0.0], [0.0, 0.0, 0.0], [0.0, 0.0, 0.0], [0.0, -0.1, -0.1], [-0.2, -0.6, 0.3], [0.1, 0.4, -0.2], [0.0, 0.0, 0.0], [0.0, 0.0, 0.0], [-0.1, 0.1, 0.0], [0.2, -0.2, 0.0], [0.0, 0.0, 0.0], [0.0, 0.0, 0.0], [0.0, 0.0, 0.0], [0.0, 0.0, 0.0], [-0.1, 0.2, -0.1], [0.1, -0.1, 0.0], [0.0, 0.0, 0.0], [0.0, 0.0, 0.0], [0.0, 0.0, 0.0], [0.0, 0.0, 0.0], [0.0, 0.0, 0.0], [0.0, 0.0, 0.0], [0.0, 0.0, 0.0], [0.0, 0.0, 0.0], [0.0, 0.0, 0.0], [0.0, 0.0, 0.0], [0.0, 0.0, 0.0], [0.0, 0.0, 0.0], [0.0, 0.0, -0.1], [-0.1, 0.1, 0.3], [0.0, -0.1, -0.3], [0.0, 0.0, -0.1], [0.0, 0.0, 0.0], [0.0, 0.0, 0.0], [0.0, 0.0, 0.0], [0.0, 0.0, 0.0], [0.0, 0.0, 0.0], [0.0, 0.0, 0.0], [0.0, 0.0, 0.0], [0.0, 0.0, 0.0], [0.0, 0.0, 0.0], [0.0, 0.0, 0.0], [0.0, 0.0, 0.0], [0.0, 0.0, 0.0], [0.0, 0.0, 0.0], [0.0, 0.0, 0.0], [0.0, 0.0, 0.0], [0.0, 0.0, 0.0], [0.0, 0.0, 0.0], [0.0, 0.0, 0.0], [0.0, 0.0, 0.0], [0.0, 0.0, 0.0]],
  "nbo_charge": [0.79, 0.05, -0.10, -0.21, -0.05, 0.06, -0.04, -0.09, -0.26, 0.10, -0.39, 0.08, 0.32, -0.64, 0.26, 0.25, 0.25, 0.22, 0.02, 0.28, -0.49, 0.14, -0.31, 0.19, -0.46, 0.46, 0.26, 0.27, 0.25, -0.03, 0.12, -0.46, 0.07, -0.26, -0.08, -0.27, 0.44, 0.24, 0.26, 0.24, 0.27, -0.42, -0.16, -0.23, 0.59, -0.70, -0.42, 0.29, -0.66, 0.17, -0.25, -0.20, -0.19, -0.18, -0.22, 0.24, 0.23, 0.23, 0.25, 0.25, 0.25, 0.24, 0.23, 0.23, 0.24, 0.23, 0.22]
}

***

[2]
{
  "formula": "C29H25ClPPdSe",
  "method": "the ωB97M-V functional and the def2-TZVPD basis",
  "charge": 1,
  "de_lowest_kj_mol": 0.0,
  "multiplicity": 5,
  "lumo_ev": [-2.4294, -6.0221],
  "e_homo_ev": [-10.09, -11.18],
  "energy_ha": -4450.56729,
  "orbital_gap_ev": [7.7, 5.2],
  "largest_force_ev_per_a": 8.8,
  "s_squared": 6.03,
  "symbols": ["C", "C", "C", "H", "C", "C", "H", "H", "H", "H", "Pd", "Cl", "P", "C", "C", "H", "C", "H", "C", "H", "C", "H", "C", "H", "C", "C", "H", "C", "H", "C", "H", "C", "H", "C", "H", "C", "C", "H", "C", "H", "C", "H", "C", "H", "C", "H", "Se", "C", "C", "C", "C", "C", "C", "H", "H", "H", "H", "H"],
  "coordinates": [[2.040984, 2.184102, 1.988275], [0.670188, 2.383833, 1.636091], [-0.116380, 1.483516, 2.413296], [0.312928, 3.078820, 0.891609], [0.763976, 0.728208, 3.233853], [2.098594, 1.169597, 2.993168], [3.013443, 0.785895, 3.454115], [2.898117, 2.718989, 1.572657], [-1.185701, 1.361107, 2.351973], [0.486134, -0.085645, 3.888755], [1.291526, 0.440443, 1.277116], [0.713093, -2.237378, 1.587839], [-1.322927, -0.249641, -0.695926], [-2.740883, -0.243694, 0.404965], [-3.917851, 0.472090, 0.113666], [-3.948273, 1.137833, -0.750730], [-5.044495, 0.300664, 0.921426], [-5.964574, 0.825729, 0.671261], [-4.996622, -0.543512, 2.037417], [-5.888529, -0.695164, 2.642319], [-3.800144, -1.183018, 2.383248], [-3.750785, -1.820847, 3.271848], [-2.666830, -1.015281, 1.592078], [-1.716188, -1.500348, 1.851701], [-1.392773, 1.191985, -1.770833], [-1.640373, 2.465264, -1.200852], [-1.848711, 2.560867, -0.130632], [-1.653414, 3.600702, -2.011291], [-1.847924, 4.580393, -1.564897], [-1.425420, 3.487749, -3.388204], [-1.464117, 4.372425, -4.021972], [-1.121198, 2.238957, -3.947043], [-0.928484, 2.152087, -5.017252], [-1.049140, 1.102842, -3.137750], [-0.752660, 0.138199, -3.555369], [-1.310244, -1.793034, -1.636930], [-2.517898, -2.378404, -2.052772], [-3.468367, -1.958866, -1.706425], [-2.463016, -3.476548, -2.919478], [-3.392120, -3.899766, -3.280272], [-1.226996, -4.005168, -3.306202], [-1.203888, -4.840998, -3.998596], [-0.032873, -3.489766, -2.802265], [0.925937, -3.918865, -3.086104], [-0.067247, -2.406743, -1.925863], [0.834893, -2.025126, -1.430185], [3.201246, 0.153445, -1.142420], [4.290023, -0.138559, 0.320110], [5.207167, 0.891557, 0.643415], [6.093038, 0.741696, 1.697265], [6.114807, -0.444943, 2.443498], [5.181037, -1.451295, 2.162741], [4.236433, -1.287563, 1.152145], [5.214273, 1.780829, 0.013903], [6.780439, 1.551378, 1.920021], [6.848719, -0.578771, 3.232737], [5.194434, -2.378488, 2.738878], [3.455612, -2.033770, 0.976874]],
  "forces_ev_per_angstrom": [[0.8, 2.1, 0.6], [0.0, 1.5, 0.3], [-0.8, 0.8, 0.9], [0.0, 0.0, 0.1], [-0.4, 0.5, 2.2], [0.9, 0.8, 1.7], [-0.5, 0.1, -0.2], [-0.4, -0.2, 0.2], [0.0, 0.0, 0.1], [0.0, 0.1, -0.1], [0.4, -6.7, -5.6], [0.1, 1.2, -0.5], [-0.5, -0.3, -0.1], [-0.1, 0.1, 0.8], [0.0, -0.2, 0.0], [-0.1, -0.3, 0.2], [0.2, 0.0, 0.0], [0.2, -0.1, 0.1], [0.3, 0.1, -0.2], [0.2, 0.1, -0.1], [0.0, 0.1, 0.0], [0.0, 0.3, -0.4], [0.1, -0.1, -0.4], [-0.4, 0.1, -0.1], [0.5, 0.3, 0.0], [-0.1, 0.0, -0.2], [0.1, -0.1, -0.4], [0.0, -0.1, 0.1], [0.0, -0.4, -0.2], [0.1, -0.4, 0.2], [0.0, -0.2, 0.2], [0.1, 0.0, 0.2], [0.0, 0.0, 0.3], [-0.2, 0.1, 0.1], [-0.2, 0.3, 0.1], [0.6, -0.4, 0.2], [0.3, 0.1, -0.2], [0.3, -0.2, -0.3], [0.2, 0.4, 0.4], [0.1, -0.1, 0.0], [-0.2, 0.2, 0.0], [0.0, 0.1, 0.1], [-0.1, 0.2, 0.3], [-0.2, 0.0, 0.1], [-0.4, 0.5, 0.0], [-0.3, -0.2, -0.4], [-0.8, 0.0, -0.2], [0.7, 0.2, 1.3], [0.1, -0.4, -0.3], [-0.1, 0.0, 0.1], [-0.4, 0.1, -0.4], [0.1, 0.0, 0.0], [-0.1, 0.2, -0.4], [0.2, -0.2, 0.2], [0.0, -0.2, 0.0], [-0.1, 0.0, -0.1], [-0.1, 0.3, -0.1], [0.4, 0.2, 0.1]],
  "mulliken_spin": [0.13, 0.17, 0.18, 0.04, 0.18, 0.19, 0.02, 0.02, 0.01, 0.02, 0.91, 0.18, 0.36, 0.08, 0.05, 0.00, -0.01, 0.00, 0.04, 0.00, -0.01, 0.00, 0.01, 0.00, 0.10, 0.06, -0.01, -0.03, 0.00, 0.08, 0.00, -0.03, 0.00, 0.07, 0.01, 0.05, 0.03, 0.00, 0.00, 0.00, 0.01, 0.00, -0.01, 0.00, 0.04, -0.01, 0.89, 0.00, 0.08, -0.03, 0.11, -0.04, 0.04, 0.00, 0.00, 0.00, 0.00, 0.00]
}

***

[3]
{
  "formula": "C29H25ClPReS",
  "method": "the ωB97M-V functional and the def2-TZVPD basis",
  "charge": 1,
  "de_lowest_kj_mol": 0.0,
  "multiplicity": 4,
  "lumo_ev": [-3.3052, -4.9550],
  "e_homo_ev": [-10.67, -11.20],
  "energy_ha": -2397.86142,
  "orbital_gap_ev": [7.4, 6.2],
  "largest_force_ev_per_a": 7.9,
  "s_squared": 3.77,
  "symbols": ["C", "C", "C", "H", "C", "C", "H", "H", "H", "H", "Re", "Cl", "P", "C", "C", "H", "C", "H", "C", "H", "C", "H", "C", "H", "C", "C", "H", "C", "H", "C", "H", "C", "H", "C", "H", "C", "C", "H", "C", "H", "C", "H", "C", "H", "C", "H", "S", "C", "C", "C", "C", "C", "C", "H", "H", "H", "H", "H"],
  "coordinates": [[-0.158025, 3.360324, 0.614682], [0.935260, 2.621355, 0.081506], [0.689669, 2.386458, -1.306595], [1.837062, 2.343108, 0.617603], [-0.561817, 2.995950, -1.646431], [-1.104937, 3.580311, -0.449028], [-2.056924, 4.078363, -0.360385], [-0.224565, 3.731928, 1.629961], [1.369236, 1.899416, -1.992709], [-1.019603, 2.982948, -2.621998], [-0.879001, 1.520147, -0.140372], [-2.347122, 0.059063, -1.293261], [0.759756, -1.056328, -0.402570], [1.453087, -1.050273, -2.061501], [2.798671, -1.407901, -2.248676], [3.426985, -1.603980, -1.377351], [3.293169, -1.529668, -3.542384], [4.325690, -1.834954, -3.676182], [2.461605, -1.274174, -4.635608], [2.854044, -1.389900, -5.645359], [1.131648, -0.874357, -4.449050], [0.489723, -0.665846, -5.303615], [0.620714, -0.752058, -3.165212], [-0.414186, -0.447702, -2.994023], [2.087428, -0.981485, 0.813315], [3.096303, 0.004150, 0.692204], [3.098259, 0.685764, -0.163915], [4.088711, 0.076623, 1.658339], [4.865661, 0.830716, 1.564685], [4.088710, -0.828253, 2.729575], [4.888834, -0.786485, 3.468991], [3.077432, -1.782485, 2.861753], [3.076673, -2.491000, 3.684447], [2.049179, -1.840086, 1.927197], [1.229842, -2.557403, 2.018578], [-0.179747, -2.569819, -0.177673], [0.303150, -3.723501, -0.827184], [1.172424, -3.631508, -1.488048], [-0.321270, -4.937803, -0.595477], [0.077693, -5.824421, -1.072455], [-1.440580, -4.993871, 0.244226], [-1.921213, -5.954803, 0.421301], [-1.946542, -3.840831, 0.852692], [-2.824591, -3.892691, 1.497084], [-1.321400, -2.615044, 0.645707], [-1.701539, -1.698051, 1.100928], [-1.470052, 0.923530, 2.032323], [-2.832574, 2.034109, 2.093150], [-3.996025, 1.805692, 1.341536], [-4.946632, 2.814284, 1.241173], [-4.788006, 3.999749, 1.970013], [-3.678182, 4.179843, 2.800702], [-2.704492, 3.192867, 2.882755], [-4.079821, 0.879771, 0.782388], [-5.812784, 2.674522, 0.590560], [-5.539697, 4.787912, 1.888766], [-3.558699, 5.091514, 3.381187], [-1.816596, 3.296265, 3.507733]],
  "forces_ev_per_angstrom": [[0.8, 1.5, -0.1], [1.0, 1.4, -0.1], [0.5, 1.5, -0.8], [-0.4, -0.2, 0.0], [0.9, 0.8, -0.6], [0.4, 1.0, -0.2], [-0.1, 0.0, 0.0], [-0.2, -0.3, -0.2], [-0.2, -0.2, 0.1], [-0.1, 0.0, 0.0], [-2.1, -7.5, 1.1], [0.0, 0.7, 0.1], [-1.3, 2.2, 0.4], [0.3, -0.1, -0.3], [-0.5, 0.0, -0.1], [-0.1, 0.0, -0.4], [-0.2, 0.1, -0.1], [-0.1, 0.1, -0.1], [0.0, 0.0, 0.1], [-0.1, 0.1, 0.2], [0.2, 0.0, 0.0], [0.2, -0.1, 0.2], [0.3, -0.2, 0.5], [0.3, -0.2, -0.1], [0.2, 0.0, 0.3], [-0.4, -0.5, 0.2], [0.1, -0.3, 0.2], [-0.1, -0.2, 0.1], [-0.1, -0.2, 0.1], [0.0, 0.0, 0.0], [-0.2, 0.0, -0.2], [0.1, 0.3, -0.1], [0.1, 0.2, 0.0], [0.2, 0.3, -0.7], [0.4, 0.2, 0.0], [-0.1, -0.4, -0.1], [-0.1, 0.6, 0.3], [-0.4, -0.2, 0.3], [-0.2, 0.1, 0.1], [-0.2, -0.1, 0.1], [0.1, 0.0, 0.0], [0.1, 0.2, 0.0], [0.1, -0.1, -0.1], [0.2, 0.0, -0.2], [0.5, 0.0, -0.3], [0.1, -0.3, -0.1], [0.2, -0.7, 0.4], [-0.6, 0.6, 0.4], [0.5, 0.3, -0.2], [-0.2, 0.2, 0.3], [-0.1, -0.1, -0.2], [0.0, -0.1, 0.0], [0.0, -0.3, -0.5], [-0.1, 0.1, 0.0], [0.2, 0.1, 0.3], [0.3, -0.3, 0.0], [-0.1, -0.1, -0.1], [-0.3, 0.1, -0.1]],
  "nbo_charge": [-0.27, -0.28, -0.28, 0.28, -0.29, -0.30, 0.29, 0.28, 0.28, 0.28, 0.90, -0.35, 1.08, -0.43, -0.19, 0.23, -0.20, 0.23, -0.18, 0.23, -0.21, 0.23, -0.15, 0.23, -0.40, -0.24, 0.21, -0.14, 0.22, -0.20, 0.23, -0.19, 0.23, -0.18, 0.24, -0.32, -0.20, 0.23, -0.20, 0.23, -0.17, 0.23, -0.21, 0.23, -0.20, 0.24, 0.02, -0.20, -0.23, -0.19, -0.20, -0.20, -0.23, 0.24, 0.23, 0.23, 0.23, 0.23]
}